{"formula": "C30H22Cl60N2S", "method": "wB97M-V/def2-TZVPD", "homo_lumo_gap_ha": 0.3045, "multiplicity": 1, "lumo_ev": -0.582, "species": ["Cl", "Cl", "H", "C", "C", "Cl", "Cl", "C", "Cl", "Cl", "Cl", "Cl", "C", "Cl", "Cl", "C", "Cl", "S", "Cl", "Cl", "C", "H", "N", "Cl", "H", "H", "C", "Cl", "Cl", "H", "C", "C", "H", "C", "Cl", "H", "C", "H", "Cl", "C", "C", "Cl", "Cl", "C", "Cl", "H", "H", "Cl", "Cl", "Cl", "C", "H", "Cl", "Cl", "Cl", "Cl", "Cl", "C", "C", "H", "Cl", "H", "Cl", "Cl", "N", "H", "Cl", "Cl", "Cl", "H", "Cl", "C", "Cl", "Cl", "Cl", "C", "H", "Cl", "Cl", "H", "Cl", "H", "C", "Cl", "Cl", "C", "C", "Cl", "Cl", "C", "H", "Cl", "C", "C", "Cl", "Cl", "Cl", "Cl", "Cl", "C", "Cl", "Cl", "C", "Cl", "C", "C", "Cl", "Cl", "C", "H", "H", "H", "Cl", "Cl", "Cl"], "positions_angstrom": [[1.28, -4.86, -0.77], [2.88, 0.57, 6.03], [0.00, 0.12, 3.26], [1.56, -0.26, -2.47], [7.15, -0.16, -11.36], [6.75, -0.42, -13.06], [-5.74, 7.01, 8.12], [-0.86, -0.53, -1.57], [-4.13, 4.73, 8.84], [0.27, -7.51, -1.25], [1.60, -4.44, -10.13], [0.98, -5.81, -3.47], [0.47, 0.41, 2.32], [-3.92, -6.10, 7.44], [-1.35, -5.21, -1.90], [1.89, -0.16, 2.29], [-2.40, 10.07, 2.43], [1.58, 1.64, -5.73], [1.32, -0.12, 8.36], [2.67, -4.70, -12.81], [2.50, -0.13, -1.49], [1.92, -1.22, 2.54], [2.90, 2.06, -4.95], [-4.37, 0.96, 4.68], [-0.60, 1.52, -2.07], [3.14, -1.64, -0.13], [2.89, 1.38, -3.79], [-6.52, -4.89, 7.77], [8.75, 0.67, -4.65], [-0.11, 0.05, 1.47], [-9.61, 8.62, 10.58], [1.76, 0.52, -3.65], [1.30, 2.36, 2.90], [2.40, -0.84, -0.16], [-5.29, 2.42, 1.30], [-0.46, 2.36, 2.68], [-4.32, 0.08, 6.21], [4.40, 0.75, -0.89], [-1.86, -4.27, 2.39], [-2.23, 8.80, 1.22], [-4.83, -4.87, 8.31], [1.45, -4.38, -6.90], [6.56, 0.91, -2.79], [-0.70, 0.93, -1.16], [6.67, 5.36, -6.92], [-1.03, -1.15, -0.69], [2.43, 0.34, 3.10], [-5.11, 4.13, 3.62], [-5.63, -1.09, 6.28], [1.06, -12.85, -0.12], [2.65, 0.16, 1.00], [3.72, 0.23, 1.19], [7.95, 1.40, -11.17], [5.67, -0.18, -10.40], [9.19, 1.87, -2.06], [-2.76, -0.75, 6.29], [-0.17, -10.33, -0.84], [-1.93, 1.40, -0.37], [6.04, 3.82, -7.53], [1.41, -1.27, -0.04], [-0.73, -3.12, -8.34], [4.75, 2.08, -2.89], [0.09, 1.23, 6.13], [-10.30, 9.96, 9.66], [0.94, 0.58, -4.71], [-2.70, 1.82, -1.02], [-8.19, 7.99, 9.73], [-3.22, 4.42, 1.47], [-4.23, -3.71, 3.95], [-2.34, 0.57, 0.20], [-4.46, 1.21, 7.56], [0.36, -1.15, -2.34], [5.36, 4.07, -9.14], [-6.09, 4.51, 6.74], [-5.98, 5.22, 1.09], [-5.73, 5.24, 8.30], [-1.73, -0.64, -2.21], [-4.77, -5.20, 10.05], [-9.14, 9.18, 12.18], [-1.63, 2.18, 0.34], [8.70, -0.96, -2.27], [2.28, 1.12, 0.63], [0.48, 1.95, 2.31], [4.80, 3.21, -6.44], [7.37, 2.65, -7.64], [3.66, 0.71, -1.68], [0.30, -5.85, -1.85], [-10.81, 7.33, 10.73], [-1.12, -12.79, -2.01], [3.88, 1.45, -2.79], [0.59, 2.32, 1.28], [-1.19, -4.28, -5.74], [1.30, 0.04, 6.60], [-0.03, -3.42, -6.74], [3.89, -2.91, -10.89], [-1.62, -12.24, 0.77], [-2.68, -6.08, 4.48], [4.12, -5.77, -10.56], [8.22, -1.45, -10.80], [3.07, -4.46, -11.10], [-0.75, 7.88, 1.53], [0.89, -1.53, 5.89], [-0.46, -12.06, -0.55], [0.38, -1.88, -5.98], [8.31, 0.62, -2.94], [-4.90, 4.05, 1.87], [-4.13, -3.29, 7.98], [-3.62, 7.70, 1.31], [-2.60, -4.38, 3.99], [0.18, 1.06, -0.52], [0.02, -1.37, -3.35], [0.67, -2.07, -1.85], [-6.93, 4.72, 9.48], [-1.61, -3.47, 5.14], [-2.16, 9.52, -0.39]]}


{"formula": "C30H22IN7NiO2S2", "method": "wB97M-V/def2-TZVPD", "homo_lumo_gap_ha": [0.1881, 0.1863], "relative_energy_kj_mol": 299.4, "multiplicity": 3, "lumo_ev": [-1.471, -1.594], "species": ["C", "C", "C", "N", "C", "C", "C", "C", "H", "C", "C", "H", "H", "N", "N", "H", "C", "I", "N", "C", "C", "C", "H", "H", "H", "H", "H", "O", "C", "C", "C", "C", "C", "H", "C", "H", "C", "H", "H", "H", "H", "H", "C", "C", "C", "C", "H", "C", "N", "N", "C", "H", "O", "H", "C", "S", "C", "H", "Ni", "C", "H", "H", "S", "N", "C"], "positions_angstrom": [[0.09, -2.93, 0.38], [2.94, -0.97, 1.10], [-3.69, 3.08, 0.76], [-1.31, 0.58, 1.97], [2.23, -1.09, 2.40], [2.67, -1.77, 3.52], [-3.00, 1.12, 3.50], [3.42, -0.33, -0.94], [1.04, -3.03, 0.87], [-3.69, 4.38, 0.28], [-1.45, 4.68, 1.09], [5.47, -1.11, -0.55], [-2.56, 6.19, 0.05], [-2.92, -1.38, -4.55], [0.47, 0.87, -4.53], [-3.94, 0.61, 3.70], [3.44, 0.15, -3.44], [-0.32, -5.96, -0.18], [2.42, -0.33, 0.14], [-2.57, 5.18, 0.45], [0.84, -1.06, -3.69], [-1.45, 3.38, 1.58], [-2.29, -1.18, -0.68], [3.36, 0.71, -5.46], [-0.07, -1.17, 5.45], [3.88, 0.66, -0.93], [4.43, 0.56, -3.30], [4.13, -1.56, 0.96], [-0.70, -3.94, -0.16], [-1.80, -3.28, -0.69], [1.45, -0.22, -4.85], [1.66, -1.18, -2.46], [-2.58, 2.58, 1.42], [1.19, -1.67, -1.61], [-0.98, 0.56, -2.52], [2.16, -2.31, 5.53], [2.81, -0.52, -2.30], [-3.28, 0.58, 1.36], [1.30, -0.62, -5.85], [3.64, -2.25, 3.52], [4.25, -2.37, -0.94], [-4.55, 4.76, -0.24], [-2.26, 0.12, -2.54], [-1.05, 0.16, 3.15], [0.24, -0.52, 3.43], [-0.02, 0.18, -3.58], [-0.56, 2.99, 2.06], [0.60, -1.16, 4.60], [-0.48, -1.75, 0.19], [1.05, -0.49, 2.37], [4.42, -1.40, -0.47], [-4.54, 2.44, 0.58], [-1.94, 0.34, 4.12], [-0.56, 5.29, 1.20], [1.84, -1.79, 4.64], [-3.47, 0.26, -1.29], [-2.62, -0.69, -3.68], [-2.67, -3.63, -1.20], [0.20, 0.13, 0.55], [2.85, 0.25, -4.63], [-3.00, 2.11, 3.98], [0.31, -1.97, -3.97], [-0.25, 1.48, -1.20], [-1.63, -1.98, -0.44], [-2.62, 1.19, 1.99]]}


{"formula": "C30H22N10STi", "method": "wB97M-V/def2-TZVPD", "homo_lumo_gap_ha": [0.2127, 0.2077], "relative_energy_kj_mol": 42.4, "multiplicity": 3, "lumo_ev": [-1.109, -1.457], "species": ["H", "N", "N", "H", "C", "N", "C", "H", "H", "C", "C", "N", "C", "H", "C", "C", "C", "C", "H", "H", "C", "C", "C", "N", "C", "C", "C", "H", "C", "H", "C", "C", "N", "H", "C", "H", "C", "H", "C", "H", "C", "S", "C", "H", "H", "C", "H", "H", "N", "Ti", "C", "C", "C", "H", "N", "C", "H", "N", "C", "H", "H", "C", "N", "H"], "positions_angstrom": [[6.56, -1.06, -0.72], [2.12, 5.20, 0.39], [3.12, -0.13, 1.60], [-4.33, 0.31, -0.85], [-0.34, -0.11, 3.79], [-0.30, -2.97, -1.42], [1.17, -1.99, -4.57], [-1.06, -1.39, 2.27], [-2.15, -4.58, -0.27], [3.43, -0.56, 0.34], [0.68, 2.47, -0.98], [4.79, -0.62, 0.25], [1.87, 0.07, 2.19], [-2.42, 4.25, 1.40], [-3.90, -3.79, 0.72], [5.33, -0.27, 1.45], [1.63, 4.55, -0.42], [-3.91, 1.17, -0.36], [-4.33, -0.54, 1.63], [-4.42, -4.73, 0.74], [-4.04, 3.50, 0.22], [1.82, 0.78, 3.39], [-1.97, -2.49, 0.14], [0.88, 4.49, -3.80], [-3.87, -1.42, 1.21], [-2.64, -3.72, 0.16], [0.70, 0.75, 4.18], [4.36, 0.30, 3.33], [-4.49, -2.65, 1.27], [1.66, -2.41, -5.43], [-2.68, 1.06, 0.30], [-4.58, 2.38, -0.39], [-0.04, -0.84, -2.32], [-5.52, 2.44, -0.92], [1.05, 3.71, -1.38], [5.29, -0.34, -1.75], [0.83, -2.78, -3.51], [1.04, -3.83, -3.48], [4.32, 0.03, 2.29], [0.65, 1.31, 5.10], [-0.28, -0.70, 2.56], [2.41, -1.03, -0.90], [-2.84, 3.39, 0.90], [6.39, -0.26, 1.62], [-1.21, 2.11, 1.46], [0.31, -0.10, -3.37], [-4.55, 4.45, 0.17], [5.15, -2.02, -1.24], [0.74, -0.53, 1.65], [-0.08, -0.45, -0.22], [0.19, -2.20, -2.39], [0.95, 4.13, -2.71], [-2.16, 2.19, 0.94], [0.09, 0.96, -3.30], [-0.76, -2.23, -0.41], [5.49, -1.03, -0.93], [-5.46, -2.72, 1.74], [-1.96, -0.13, 0.30], [0.88, -0.62, -4.51], [2.68, 1.36, 3.69], [1.12, 0.03, -5.34], [-2.62, -1.29, 0.58], [0.40, 1.43, -0.53], [-1.19, -0.30, 4.43]]}


{"formula": "C30H22N5PdTe", "method": "wB97M-V/def2-TZVPD", "total_charge": 1, "homo_lumo_gap_ha": 0.2779, "relative_energy_kj_mol": 0.0, "multiplicity": 1, "lumo_ev": -3.427, "species": ["C", "H", "C", "C", "H", "H", "H", "C", "H", "N", "H", "C", "H", "N", "H", "H", "C", "N", "H", "C", "C", "C", "C", "Te", "C", "H", "N", "H", "C", "C", "H", "C", "C", "C", "C", "C", "H", "C", "C", "H", "C", "H", "H", "C", "H", "C", "C", "C", "H", "N", "C", "C", "Pd", "C", "C", "H", "C", "H", "H"], "positions_angstrom": [[-1.90, -4.88, -1.57], [2.07, 6.06, 0.22], [0.77, 3.46, -0.02], [2.52, -2.11, 2.06], [5.59, 0.50, -0.46], [-2.00, -3.95, 2.18], [5.26, -3.94, 1.27], [3.39, -4.01, 0.22], [-1.88, -5.14, -2.62], [2.01, 3.15, 0.01], [-2.92, 5.94, 0.06], [-1.97, -4.21, 1.13], [3.72, -4.76, -0.48], [-0.34, 2.65, -0.10], [4.45, 2.62, 0.20], [1.43, -3.89, -0.63], [-1.23, -3.75, -1.12], [1.75, 0.82, -0.54], [2.19, -1.39, 2.79], [-1.26, -3.42, 0.23], [2.50, 1.88, -0.19], [2.10, -3.52, 0.14], [0.24, 7.21, 0.25], [-0.26, -1.73, 0.99], [4.25, -3.55, 1.21], [4.49, -2.26, 2.90], [-2.33, 0.68, -0.50], [-1.71, 8.11, 0.25], [-1.09, 4.82, 0.03], [-4.25, -0.73, -0.77], [-3.12, -6.56, -1.02], [-1.48, 3.41, -0.08], [1.67, -2.57, 1.06], [3.90, 1.75, -0.12], [-2.60, -5.68, -0.67], [2.37, -0.30, -0.97], [1.71, -1.09, -1.31], [-3.13, 1.74, -0.25], [-2.63, -5.34, 0.68], [-0.70, -3.13, -1.84], [-2.90, -0.51, -0.80], [-4.64, -1.71, -1.02], [-2.23, -1.29, -1.09], [4.51, 0.59, -0.50], [4.15, -1.39, -1.33], [0.99, 6.05, 0.19], [-1.15, 7.18, 0.20], [3.72, -0.46, -0.98], [0.74, 8.17, 0.33], [-2.71, 3.03, -0.10], [-1.84, 5.98, 0.10], [-5.09, 0.33, -0.41], [-0.29, 0.71, -0.38], [-4.53, 1.55, -0.16], [3.82, -2.61, 2.12], [-5.12, 2.42, 0.08], [0.30, 4.86, 0.07], [-3.18, -5.96, 1.38], [-6.16, 0.19, -0.35]]}


DFT total energy (computed, hartree): -29275.3595 -4292.5051 -2951.6388 -1825.9343
Molar mass (computed, g mol⁻¹): 2569.77 762.28 602.51 686.56
Maximum force (computed, hartree/bohr): 0.0234 0.0133 0.0761 0.0088